ORCA calculation (wB97M-V/def2-TZVPD) on 2 unconnected molecules or ions with the total composition C2H6O.

Each atom is followed by the atoms it is bonded to, with distances in Å.
Atoms and positions in Å:
1 C -1.54 -0.04 0.53  H2 1.093, H3 1.093, H4 1.096, H5 1.091
2 H -0.88 0.82 0.62  C1 1.093
3 H -1.79 -0.43 1.52  C1 1.093
4 H -1.03 -0.87 0.03  C1 1.096
5 H -2.41 0.25 -0.06  C1 1.091
6 O 2.04 -0.26 0.47  C7 1.196
7 C 1.92 0.06 -0.67  O6 1.196, H8 1.105, H9 1.102
8 H 1.83 1.13 -0.95  C7 1.105
9 H 1.86 -0.66 -1.50  C7 1.102

As for the multiplicity: 1. Its SMILES is C=O.C. The HOMO energy is -0.37728 Ha. Its charge is 0. The value obtained for the total energy is -4217.749 eV. Its energy above the lowest of the compared OMol25 structures with the same formula, charge and spin is 16.6 kcal per mole. Its maximum force is 0.45 eV Å⁻¹.